# 1
Density functional theory data (ωB97M-V/def2-TZVPD) for a structure of composition C27H34Br2ClGe2MnN2 at a distorted geometry.

Last column: natural (NBO) charge in e.
Geometry (Å):
Mn 0.06 -0.06 -0.42  1.03
C 5.15 -0.13 -0.01  -0.61
C 3.73 -0.50 -0.41  -0.77
Ge 2.32 0.59 0.54  1.01
C 2.91 2.54 0.51  -0.78
C 3.92 2.85 1.60  -0.61
C 2.63 0.13 2.42  -0.59
C 1.61 -0.25 3.19  -0.43
Ge -0.04 -0.50 2.09  1.23
C -0.58 -2.45 2.09  -0.80
C -0.25 -3.25 3.34  -0.61
C -1.57 0.77 2.48  -0.80
C -2.07 0.72 3.92  -0.61
C 1.71 -0.51 4.64  -0.01
C 0.56 -0.84 5.37  -0.22
C 0.62 -1.11 6.72  -0.20
C 1.82 -1.03 7.40  -0.20
C 2.97 -0.68 6.70  -0.20
C 2.92 -0.42 5.34  -0.21
H 5.84 -0.83 -0.47  0.23
H 5.30 -0.18 1.07  0.21
H 5.42 0.87 -0.35  0.21
H 3.53 -1.53 -0.14  0.22
H 3.60 -0.40 -1.49  0.22
H 2.04 3.19 0.62  0.21
H 3.34 2.72 -0.48  0.22
H 3.47 2.80 2.59  0.22
H 4.30 3.87 1.46  0.22
H 4.78 2.18 1.58  0.21
H 3.63 0.26 2.83  0.21
H -0.07 -2.89 1.23  0.23
H -1.66 -2.47 1.89  0.21
H 0.78 -3.10 3.66  0.22
H -0.37 -4.32 3.13  0.22
H -0.91 -3.00 4.17  0.21
H -2.37 0.48 1.79  0.21
H -1.23 1.77 2.21  0.23
H -2.41 -0.28 4.19  0.20
H -2.93 1.39 4.03  0.22
H -1.30 1.04 4.62  0.22
H -0.38 -0.89 4.84  0.20
H -0.29 -1.37 7.26  0.22
H 1.87 -1.24 8.46  0.22
H 3.92 -0.61 7.22  0.22
H 3.83 -0.14 4.83  0.21
Br -6.52 -1.07 -1.49  0.15
C -4.69 -0.85 -1.11  -0.02
C -3.90 -1.96 -0.83  -0.25
C -2.56 -1.74 -0.58  0.08
N -1.98 -0.54 -0.59  -0.58
C -2.75 0.54 -0.88  0.26
C -4.11 0.40 -1.14  -0.25
C -2.06 1.82 -0.99  0.16
C -2.71 3.03 -1.22  -0.24
C -1.98 4.15 -1.52  -0.02
Br -2.83 5.80 -1.86  0.15
C -0.59 4.07 -1.58  -0.24
C -0.02 2.87 -1.26  0.08
N -0.70 1.77 -0.94  -0.57
H -4.32 -2.95 -0.79  0.26
H -1.91 -2.58 -0.36  0.23
H -4.71 1.27 -1.38  0.24
H -3.79 3.08 -1.17  0.24
H 0.01 4.92 -1.87  0.26
H 1.06 2.77 -1.26  0.22
Cl 0.74 -0.66 -2.44  0.03
C 0.71 -1.85 -1.13  -0.89
H 1.71 -2.25 -0.98  0.23
H 0.03 -2.65 -1.40  0.21

Output
HOMO level (spin up / spin down): -9.2300 / -10.6615 eV
gap between HOMO and LUMO (spin up / spin down): 5.289 / 6.106 eV
net charge: +1
multiplicity: 6
LUMO (spin up / spin down): -3.94 / -4.56 eV

***

# 2
Density functional theory data (ωB97M-V/def2-TZVPD) for a structure of composition C27H34BrF12N9O6S3SbSn at a distorted geometry.

Last column: Löwdin spin population.
Geometry (Å):
Sn 0.36 -0.02 -0.40  0.27
O -0.04 5.37 0.19  0.00
C 1.14 5.17 0.83  0.00
C 1.87 6.32 1.14  0.00
C 3.10 6.22 1.77  0.00
C 3.61 4.98 2.12  0.00
C 2.88 3.84 1.82  0.00
C 1.65 3.92 1.18  0.00
C 0.90 2.67 0.79  0.00
O 1.64 1.54 0.64  0.07
N -0.23 2.42 1.71  -0.01
N -0.76 1.21 1.64  0.05
C -1.94 0.98 2.09  0.03
C -2.56 -0.32 1.98  0.00
Br -1.41 -1.74 1.42  0.08
C -3.83 -0.63 2.26  0.03
C -4.88 0.34 2.60  0.00
C -5.81 0.00 3.59  0.00
C -6.77 0.91 3.99  0.00
C -6.85 2.15 3.39  0.01
C -5.97 2.48 2.37  0.00
C -4.99 1.58 1.97  0.01
H -0.45 4.57 -0.18  0.00
H 1.45 7.28 0.86  0.00
H 3.66 7.12 1.99  0.00
H 4.57 4.90 2.61  0.00
H 3.25 2.85 2.07  0.00
H 0.42 2.93 -0.17  0.00
H -0.82 3.21 1.93  0.00
H -2.52 1.77 2.56  0.00
H -4.11 -1.67 2.25  0.00
H -5.74 -0.97 4.07  0.00
H -7.47 0.64 4.78  0.00
H -7.60 2.86 3.70  0.00
H -6.04 3.44 1.87  0.00
H -4.35 1.81 1.13  0.00
F -2.75 -2.82 -4.96  0.00
C -3.16 -1.70 -4.36  0.00
F -4.38 -1.91 -3.91  0.00
F -3.13 -0.72 -5.25  0.00
S -1.93 -1.35 -2.96  0.01
O -2.48 -1.57 -1.66  0.01
O -1.28 -0.02 -3.14  0.02
N -0.83 -2.39 -3.37  0.00
S 0.24 -3.02 -2.42  0.00
O 1.42 -3.39 -3.11  0.00
O 0.47 -2.35 -1.12  0.06
C -0.56 -4.59 -1.86  0.00
F 0.23 -5.19 -0.98  0.00
F -0.78 -5.41 -2.88  0.00
F -1.72 -4.31 -1.27  0.00
C 1.82 -0.62 2.76  0.00
N 2.80 -1.25 3.64  0.00
C 2.45 -2.66 3.83  0.00
N 2.40 -3.38 2.55  0.00
C 1.42 -2.74 1.69  0.00
N 1.75 -1.31 1.45  0.03
C 3.10 -1.26 0.85  0.00
N 4.10 -1.89 1.69  0.00
C 4.12 -1.20 2.99  0.00
C 3.72 -3.28 1.91  0.00
H 2.08 0.42 2.58  0.00
H 0.84 -0.66 3.24  0.00
H 1.46 -2.71 4.30  0.00
H 3.18 -3.13 4.48  0.00
H 0.44 -2.81 2.17  0.00
H 1.38 -3.25 0.73  0.00
H 3.36 -0.21 0.69  0.00
H 3.08 -1.77 -0.12  0.00
H 4.40 -0.15 2.83  0.00
H 4.85 -1.67 3.64  0.00
H 4.46 -3.76 2.56  0.00
H 3.69 -3.80 0.95  0.00
C 1.75 3.63 -4.01  0.00
N 2.03 2.25 -3.64  0.01
C 2.46 1.80 -2.48  0.02
S 2.26 0.07 -2.18  0.19
N 3.09 2.51 -1.58  0.02
C 3.71 3.82 -1.72  0.00
H 0.78 3.66 -4.49  0.00
H 2.50 4.02 -4.70  0.00
H 1.69 4.26 -3.12  0.00
H 1.58 1.55 -4.21  0.00
H 3.06 2.11 -0.64  0.00
H 3.99 4.01 -2.75  0.00
H 4.61 3.83 -1.11  0.00
H 3.06 4.63 -1.37  0.00
F -2.49 1.35 -0.95  0.01
Sb -2.17 1.99 -2.73  0.00
F -1.32 2.28 -4.41  0.00
F -3.70 0.86 -3.01  0.00
F -0.25 1.87 -2.15  0.03
F -1.78 3.63 -1.67  0.00
F -3.45 3.22 -3.39  0.00

Output
HOMO level (spin up / spin down): -8.3687 / -8.4413 eV
gap between HOMO and LUMO (spin up / spin down): 7.920 / 4.912 eV
multiplicity: 2
LUMO (spin up / spin down): -0.45 / -3.53 eV

***

# 3
Density functional theory data (ωB97M-V/def2-TZVPD) for a structure of composition C27H34BrN6O4S4W at a distorted geometry.

Last column: Löwdin charge in e.
Geometry (Å):
W 0.13 -0.17 -0.52  1.41
C 1.02 2.45 3.10  -0.49
C 0.28 1.15 3.41  -0.40
S -0.02 -0.18 2.15  0.89
C 1.33 -1.34 2.49  -0.46
C 2.68 -0.94 1.95  -0.43
S 2.63 -0.28 0.24  0.88
C 3.60 1.27 0.33  -0.43
C 2.94 2.46 1.01  -0.48
S 2.81 2.34 2.83  0.96
H 0.92 3.06 4.00  0.10
H 0.58 3.01 2.28  0.04
H -0.72 1.38 3.78  0.09
H 0.80 0.60 4.20  0.09
H 0.99 -2.29 2.09  0.06
H 1.39 -1.46 3.58  0.11
H 3.35 -1.81 1.94  0.11
H 3.13 -0.16 2.55  0.04
H 3.83 1.50 -0.71  0.09
H 4.53 0.99 0.83  0.10
H 1.95 2.65 0.61  0.04
H 3.56 3.34 0.81  0.10
Br 0.34 -4.05 -6.03  0.95
C 0.44 -2.62 -4.84  -0.64
C -0.35 -1.48 -5.08  -0.05
C -0.27 -0.41 -4.23  0.03
C 0.62 -0.46 -3.14  -0.28
C 1.42 -1.59 -2.92  -0.04
C 1.31 -2.69 -3.76  -0.08
N 0.72 0.63 -2.25  -0.14
C 0.74 1.88 -2.55  0.01
C 0.26 2.71 -1.48  -0.23
C 0.10 4.08 -1.57  0.05
C -0.61 4.74 -0.58  0.04
C -1.17 3.98 0.45  0.02
C -0.94 2.63 0.50  -0.14
N -0.19 1.98 -0.41  -0.08
H -1.02 -1.46 -5.93  0.13
H -0.90 0.46 -4.37  0.14
H 2.21 -1.57 -2.18  0.08
H 1.91 -3.57 -3.60  0.13
H 0.98 2.26 -3.54  0.17
H 0.49 4.61 -2.43  0.15
H -0.77 5.81 -0.62  0.14
H -1.79 4.44 1.21  0.14
H -1.39 2.02 1.27  0.10
N -2.99 0.24 -1.30  0.12
C -1.90 0.00 -0.97  -0.38
C -3.01 -7.32 -3.91  -0.10
C -2.60 -5.87 -4.19  -0.27
S -1.75 -5.09 -2.82  0.66
O -0.40 -5.60 -2.77  -0.31
O -1.91 -3.65 -2.87  -0.33
C -2.60 -5.62 -1.31  -0.17
C -1.71 -5.56 -0.07  -0.08
N -0.79 -4.40 -0.01  0.08
C -1.19 -3.12 0.00  -0.28
N -0.11 -2.30 -0.13  -0.07
C 1.00 -3.13 -0.22  -0.09
C 0.59 -4.40 -0.15  -0.10
N 1.49 -5.55 -0.21  -0.31
O 1.06 -6.64 0.07  0.15
O 2.62 -5.28 -0.55  0.13
C -2.61 -2.72 0.14  0.02
H -3.26 -7.81 -4.85  0.10
H -3.90 -7.38 -3.28  0.08
H -2.19 -7.88 -3.46  0.09
H -3.44 -5.22 -4.44  0.12
H -1.85 -5.83 -4.98  0.07
H -2.94 -6.64 -1.45  0.10
H -3.46 -4.96 -1.23  0.11
H -1.08 -6.44 0.00  0.12
H -2.34 -5.53 0.81  0.14
H 2.02 -2.80 -0.33  0.09
H -3.17 -3.48 0.69  0.10
H -3.05 -2.61 -0.85  0.09
H -2.70 -1.78 0.66  0.07

Output
HOMO level (spin up / spin down): -16.8298 / -16.8305 eV
gap between HOMO and LUMO (spin up / spin down): 5.514 / 5.515 eV
net charge: +3
LUMO (spin up / spin down): -11.32 / -11.32 eV

***

# 4
Density functional theory data (ωB97M-V/def2-TZVPD) for a structure of composition C27H34Cl2I2KN2O6 at a distorted geometry.

Last column: Löwdin charge in e.
Geometry (Å):
K 0.07 -0.14 -0.05  0.60
O 5.64 -1.70 0.51  0.07
C 4.63 -1.07 0.26  -0.30
C 3.87 -1.11 -1.05  -0.30
O 4.20 -1.75 -2.03  0.06
C 2.65 -0.29 -0.87  -0.38
C 2.70 0.32 0.45  -0.34
O 1.80 1.09 0.94  -0.22
C 3.85 -0.19 1.21  -0.34
O 4.12 -0.02 2.39  0.04
O 1.72 -0.18 -1.70  -0.13
Cl -1.40 0.78 2.53  0.52
C -1.49 -0.99 2.81  -0.94
Cl -2.50 -1.83 1.59  0.52
H -1.93 -1.15 3.78  0.02
H -0.49 -1.40 2.75  0.01
I -1.50 2.79 -0.98  1.01
C -3.43 2.44 -1.69  -1.23
I -4.64 1.21 -0.48  0.68
H -3.36 1.96 -2.66  -0.05
H -3.94 3.40 -1.78  -0.05
C -1.00 -5.25 -5.24  -0.04
C -2.22 -4.94 -4.36  -0.56
C -3.37 -4.49 -5.27  -0.07
C -2.65 -6.23 -3.64  -0.05
C -1.85 -3.87 -3.33  -0.16
C -2.49 -2.65 -3.25  0.00
C -2.09 -1.74 -2.27  -0.11
N -1.09 -1.97 -1.42  0.03
C -0.45 -3.14 -1.52  -0.18
C -0.82 -4.11 -2.43  0.03
C 0.72 -3.37 -0.57  -0.19
C 1.72 -4.26 -0.90  0.04
C 2.82 -4.45 -0.06  -0.14
C 2.83 -3.71 1.10  0.01
C 1.79 -2.83 1.37  -0.10
N 0.74 -2.65 0.56  0.06
C 3.93 -5.43 -0.44  -0.55
C 5.19 -5.19 0.40  -0.05
C 4.30 -5.29 -1.92  -0.04
C 3.40 -6.85 -0.19  -0.05
H -1.26 -6.01 -5.97  0.08
H -0.17 -5.63 -4.64  0.08
H -0.65 -4.36 -5.77  0.09
H -3.59 -5.29 -5.98  0.08
H -3.13 -3.60 -5.84  0.09
H -4.29 -4.30 -4.71  0.09
H -2.92 -6.98 -4.38  0.08
H -3.51 -6.06 -2.99  0.09
H -1.84 -6.64 -3.03  0.08
H -3.30 -2.39 -3.91  0.10
H -2.60 -0.79 -2.17  0.08
H -0.30 -5.06 -2.43  0.11
H 1.68 -4.77 -1.85  0.11
H 3.66 -3.74 1.79  0.12
H 1.83 -2.21 2.26  0.12
H 5.57 -4.18 0.29  0.08
H 5.96 -5.90 0.07  0.08
H 5.01 -5.38 1.46  0.08
H 4.55 -4.26 -2.19  0.08
H 3.49 -5.63 -2.57  0.07
H 5.17 -5.92 -2.12  0.08
H 3.14 -7.00 0.86  0.09
H 4.16 -7.58 -0.47  0.08
H 2.51 -7.03 -0.80  0.08
C 0.69 3.90 2.20  -0.10
C 1.29 4.33 0.88  -0.33
O 1.09 3.37 -0.15  -0.29
H 0.87 4.65 2.97  0.07
H 1.14 2.96 2.53  0.06
H -0.39 3.75 2.12  0.05
H 2.36 4.53 1.00  0.11
H 0.84 5.26 0.54  0.10
H 1.40 2.49 0.22  0.02

Output
HOMO level: -3.4942 eV
gap between HOMO and LUMO: 5.289 eV
net charge: -1
LUMO: 1.79 eV

***

# 5
Density functional theory data (ωB97M-V/def2-TZVPD) for a structure of composition C27H34CuN4O4.

Last column: natural (NBO) charge in e.
Geometry (Å):
Cu 0.19 -0.67 0.51  1.46
C -3.85 -3.22 -0.10  -0.60
C -3.08 -1.97 0.34  -0.24
C -3.42 -1.59 1.79  -0.60
C -3.32 -0.79 -0.59  -0.02
C -4.63 -0.37 -0.80  -0.21
C -4.92 0.70 -1.64  -0.20
C -3.88 1.39 -2.24  -0.22
C -2.56 1.03 -2.03  -0.04
C -1.47 1.96 -2.56  -0.23
C -1.65 2.33 -4.04  -0.60
C -1.44 3.23 -1.69  -0.60
C -2.28 -0.09 -1.23  0.19
N -0.94 -0.58 -1.09  -0.66
C -0.28 -1.01 -2.13  0.14
C 1.04 -1.45 -1.96  0.01
C 2.03 -1.90 -2.84  -0.23
C 3.15 -2.14 -2.07  -0.33
C 2.83 -1.82 -0.73  0.22
N 1.55 -1.42 -0.66  -0.64
C 3.78 -1.86 0.44  -0.09
C 4.58 -3.17 0.39  -0.59
C 3.05 -1.76 1.78  -0.60
C 4.76 -0.68 0.32  -0.59
H -3.56 -4.08 0.51  0.21
H -3.66 -3.46 -1.15  0.21
H -4.93 -3.08 0.03  0.20
H -2.03 -2.23 0.30  0.21
H -4.49 -1.42 1.89  0.20
H -2.90 -0.68 2.09  0.21
H -3.12 -2.39 2.48  0.22
H -5.44 -0.91 -0.32  0.21
H -5.95 0.99 -1.82  0.22
H -4.11 2.25 -2.86  0.21
H -0.50 1.48 -2.46  0.20
H -2.49 3.01 -4.18  0.20
H -1.83 1.44 -4.65  0.21
H -0.75 2.83 -4.41  0.21
H -2.41 3.73 -1.72  0.21
H -0.68 3.93 -2.06  0.20
H -1.21 2.98 -0.65  0.21
H -0.75 -1.02 -3.11  0.20
H 1.91 -2.03 -3.91  0.22
H 4.11 -2.52 -2.41  0.22
H 3.91 -4.03 0.44  0.22
H 5.27 -3.22 1.24  0.21
H 5.17 -3.25 -0.53  0.21
H 2.28 -2.53 1.89  0.23
H 2.59 -0.78 1.90  0.20
H 3.77 -1.89 2.60  0.21
H 5.31 -0.71 -0.62  0.21
H 5.48 -0.69 1.15  0.21
H 4.21 0.27 0.36  0.20
C 2.06 2.87 -0.07  -0.66
C 1.44 2.37 1.19  0.41
N 0.87 1.19 1.36  -0.59
C 0.54 1.10 2.70  -0.01
C 0.89 2.25 3.33  0.00
N 1.45 3.03 2.36  -0.48
C 0.81 2.77 4.72  0.78
O 0.35 1.96 5.64  -0.66
O 1.19 3.90 4.93  -0.60
C -0.06 -0.17 3.22  0.78
O -0.38 -0.24 4.41  -0.65
O -0.18 -1.12 2.36  -0.84
H 1.78 2.21 -0.90  0.25
H 3.15 2.88 0.01  0.24
H 1.72 3.88 -0.30  0.24
H 1.81 3.95 2.56  0.45
H 0.14 1.06 5.24  0.52

Output
HOMO level (spin up / spin down): -8.0241 / -8.0046 eV
gap between HOMO and LUMO (spin up / spin down): 8.094 / 6.401 eV
multiplicity: 2
LUMO (spin up / spin down): 0.07 / -1.60 eV

***

# 6
Density functional theory data (ωB97M-V/def2-TZVPD) for the molecule C27H34N2O3S2 at a distorted geometry.

Last column: natural (NBO) charge in e.
Geometry (Å):
C 2.73 -8.26 -2.16  -0.26
O 1.89 -7.29 -2.83  -0.50
C 0.89 -6.71 -2.11  0.31
C 0.62 -7.03 -0.76  -0.33
C -0.43 -6.38 -0.10  -0.12
C -1.16 -5.36 -0.71  -0.09
C -2.30 -4.64 0.01  -0.36
C -2.45 -4.91 1.46  -0.34
C -3.56 -4.57 2.15  0.07
N -3.75 -4.78 3.48  -0.45
C -4.77 -4.04 4.20  -0.10
C -4.51 -2.53 4.21  -0.44
C -5.59 -1.76 4.94  0.09
C -6.92 -1.91 4.56  -0.25
C -7.93 -1.32 5.32  -0.19
C -7.61 -0.53 6.43  -0.23
C -6.26 -0.31 6.76  -0.20
C -5.25 -0.91 6.01  -0.24
C -4.68 -4.64 5.60  0.69
O -5.43 -4.45 6.55  -0.61
N -3.61 -5.49 5.60  -0.45
C -3.17 -6.15 6.81  -0.42
C -2.86 -5.55 4.35  0.34
C -1.48 -4.91 4.55  -0.64
C -2.69 -7.01 3.90  -0.64
S -2.43 -2.90 -0.48  0.31
C -2.06 -1.83 0.86  0.04
S -1.37 -2.15 2.31  -0.15
O -2.44 -0.58 0.49  -0.52
C -2.19 0.52 1.44  0.09
C -0.74 0.84 1.61  -0.65
C -2.94 1.68 0.80  -0.62
C -0.88 -5.05 -2.04  -0.18
C 0.10 -5.73 -2.75  -0.25
H 3.43 -8.58 -2.94  0.20
H 3.28 -7.80 -1.33  0.18
H 2.15 -9.13 -1.81  0.18
H 1.20 -7.78 -0.23  0.22
H -0.64 -6.68 0.92  0.20
H -3.25 -4.93 -0.49  0.24
H -1.59 -5.34 1.97  0.21
H -4.38 -4.04 1.65  0.20
H -5.77 -4.24 3.78  0.21
H -3.53 -2.34 4.68  0.22
H -4.43 -2.18 3.17  0.22
H -7.16 -2.52 3.69  0.20
H -8.98 -1.48 5.05  0.21
H -8.39 -0.08 7.04  0.21
H -5.99 0.30 7.62  0.21
H -4.19 -0.76 6.24  0.21
H -3.76 -5.79 7.65  0.25
H -3.29 -7.24 6.72  0.20
H -2.11 -5.94 7.00  0.20
H -1.60 -3.92 5.02  0.22
H -0.89 -5.55 5.21  0.21
H -0.94 -4.78 3.61  0.24
H -3.65 -7.53 4.02  0.22
H -2.39 -7.07 2.85  0.23
H -1.93 -7.50 4.52  0.21
H -2.65 0.28 2.41  0.20
H -0.63 1.55 2.44  0.22
H -0.13 -0.04 1.83  0.24
H -0.36 1.33 0.70  0.21
H -2.93 2.54 1.47  0.22
H -2.46 1.96 -0.14  0.21
H -3.98 1.42 0.60  0.22
H -1.44 -4.27 -2.56  0.22
H 0.28 -5.52 -3.80  0.23

Output
HOMO level: -7.4913 eV
gap between HOMO and LUMO: 8.002 eV
SMILES: COc1ccc([C@@H](/C=C/N2[C@H](Cc3ccccc3)C(=O)N(C)C2(C)C)SC(=S)OC(C)C)cc1
LUMO: 0.51 eV